[1]
Entry from the OMol25 dataset: a molecular structure, C23H48CeNOP3S at a distorted geometry (ωB97M-V with the def2-TZVPD basis set).

Values from the calculation:
- E_HOMO (alpha / beta): -15.2 / -14.9 eV
- Molecular weight: 619.748 g/mol
- Total charge: +3
- Multiplicity: 2

Positions of all 78 atoms, in Å:
Ce -0.9661 -0.4044 0.0453
S -3.2240 0.8636 -4.5488
P 0.0683 -2.5470 1.6168
P -0.6542 -2.5798 -1.9305
P 1.9812 -0.4875 -0.9711
O -0.2020 1.2656 1.2745
N 1.1081 3.0845 1.4582
C 0.5018 2.0411 2.0173
C 1.7282 -3.3042 1.5410
C -4.2562 4.3200 -4.2428
C 3.3107 3.2171 2.6077
C 1.9748 0.9580 -2.1095
C -3.5394 3.9121 -1.9279
C -3.2319 -0.5126 0.2002
C 3.1086 2.4236 3.8936
C -0.3522 -2.0405 -3.6561
C 2.0771 1.2998 3.7932
C 0.4114 -4.0661 -1.8573
C -3.8975 3.0192 -4.5426
C -2.3033 -3.3646 -2.1092
C -1.0105 -4.0312 1.7141
C 2.0659 3.9670 2.1417
C 0.0447 -1.9797 3.3596
C -3.3533 2.1883 -3.5502
C -2.4256 -0.8701 1.4553
C -3.1334 2.6033 -2.2427
C 3.1565 0.1330 0.2928
C 0.6669 1.8024 3.4780
C -4.0752 4.7551 -2.9058
C 3.0983 -1.6056 -1.8988
H -2.7321 -1.8146 1.8995
H 2.9850 1.0941 -2.5199
H -3.4289 4.2658 -0.9003
H 3.3006 -0.6190 1.0787
H -1.0363 -4.3765 2.7565
H 2.8154 3.1127 4.6988
H -4.2814 -0.4799 0.4933
H 2.3515 4.7443 1.4258
H -0.0995 -2.8553 4.0066
H 2.4935 -2.5589 1.7928
H 0.4695 2.7533 3.9974
H -2.4232 -0.0550 2.2055
H 2.0527 0.7632 4.7520
H -2.6746 1.9327 -1.5187
H -0.6258 -4.8371 1.0760
H 3.6896 2.5694 1.8059
H 4.1236 0.3384 -0.1864
H 1.5763 4.4502 2.9996
H -3.0776 0.5163 -0.2198
H 1.9338 -3.6943 0.5362
H 4.0906 3.9700 2.7848
H 2.6364 -1.9495 -2.8325
H -3.0601 -2.6092 -2.3584
H 4.0219 -1.0583 -2.1368
H 2.3965 0.5628 3.0375
H -1.0114 -1.1980 -3.9040
H -2.0341 -3.7936 1.3971
H -4.6616 4.9778 -5.0086
H 0.6898 -1.7268 -3.7978
H -0.0886 1.0676 3.7849
H -4.3593 5.7737 -2.6324
H -2.5928 -3.8644 -1.1751
H 4.0715 1.9843 4.1862
H 1.7783 -4.1296 2.2656
H 0.1411 -4.7256 -2.6937
H -3.2007 -1.2682 -0.6184
H -0.5728 -2.8817 -4.3281
H 2.7804 1.0579 0.7505
H 0.9939 -1.4893 3.6146
H -2.2508 -4.1059 -2.9187
H -0.7707 -1.2694 3.5429
H 0.7855 3.3287 0.5204
H 3.3521 -2.4785 -1.2830
H 0.2626 -4.6070 -0.9154
H -3.8980 2.2664 -5.4065
H 1.6720 1.8680 -1.5736
H 1.4702 -3.7936 -1.9456
H 1.2680 0.7812 -2.9313

Löwdin atomic charge list, values in e, 2 entries: 0.8039 0.8443

---

[2]
Entry from the OMol25 dataset: a molecular structure, C32H85F2LiO11Zn at a distorted geometry (ωB97M-V with the def2-TZVPD basis set).

Values from the calculation:
- E_HOMO: -8.6 eV
- Molecular weight: 756.348 g/mol
- Multiplicity: 1

Positions of all 132 atoms, in Å:
Zn -11.2946 -10.7442 -20.2237
F -9.8455 -9.4088 -20.7428
F -11.3097 -12.6593 -20.8693
O -14.5342 -13.4239 -21.4790
O -11.0560 -16.7589 -22.7720
O -13.0762 -10.4584 -19.1735
O -10.6759 -14.0328 -23.1111
O -9.8829 -9.1608 -23.5292
O -10.1905 -11.2346 -18.4695
O -12.2936 -16.0187 -20.5850
O -15.7960 -11.0694 -20.7437
O -12.0684 -10.2835 -22.1549
O -13.4201 -13.3776 -18.7357
O -7.0650 -9.0143 -20.9975
C -14.6816 -14.8831 -23.4006
C -9.2278 -8.1699 -24.2374
C -16.6511 -14.4067 -21.9336
C -5.1675 -9.7207 -22.2655
C -13.7686 -9.2351 -23.4291
C -17.9152 -10.2874 -20.1721
C -16.8171 -10.2394 -21.1853
C -10.1710 -12.4997 -17.8223
C -11.4182 -16.1197 -19.4849
C -9.0394 -8.7061 -25.6361
C -14.4519 -13.8090 -17.8642
C -6.4443 -11.3306 -20.7818
C -15.3659 -13.8501 -22.5284
C -8.7879 -13.1526 -17.6925
C -9.4477 -13.7739 -23.6622
C -12.7760 -11.3080 -24.2091
C -11.5431 -17.5167 -18.9279
C -11.7016 -17.6406 -23.6485
C -13.1561 -10.5658 -22.9520
C -8.3385 -13.9757 -22.6246
C -13.2304 -9.3878 -18.2966
C -10.8517 -12.3008 -16.4495
C -9.9367 -15.8307 -19.8630
C -9.5448 -12.3498 -24.1216
C -13.0463 -8.0274 -18.9294
C -11.0655 -17.4051 -25.0143
C -17.2048 -10.6759 -22.5397
C -6.5007 -10.1254 -21.7199
C -14.5269 -15.3552 -17.8039
C -15.6981 -12.9840 -18.2070
C -11.5903 -19.0915 -23.1584
C -9.9916 -6.8312 -24.2664
Li -12.8010 -14.0309 -20.6468
H -6.2083 -12.2787 -21.2651
H -10.8386 -17.6713 -18.1107
H -10.0656 -8.6962 -26.0034
H -13.8454 -11.1395 -22.3325
H -12.5798 -17.7170 -18.6574
H -13.4122 -12.4191 -18.6841
H -7.0959 -10.4199 -22.5843
H -10.6418 -19.5481 -23.4413
H -14.5366 -15.8170 -22.8575
H -5.7347 -11.1637 -19.9715
H -10.2901 -6.5174 -23.2661
H -9.3268 -15.7652 -18.9620
H -10.7946 -13.3866 -22.4111
H -15.3005 -10.6023 -20.0672
H -8.7455 -14.1724 -17.3100
H -8.3808 -15.0155 -22.3004
H -18.6555 -9.4909 -20.2469
H -11.7136 -15.4460 -18.6806
H -18.5017 -11.2059 -20.1968
H -5.2413 -8.8350 -22.8967
H -11.4638 -9.7712 -22.6968
H -8.2182 -7.9624 -23.8827
H -9.7614 -10.6686 -17.8236
H -8.0003 -9.1085 -20.8027
H -14.6641 -15.7766 -18.7997
H -17.4427 -11.7393 -22.5141
H -9.9442 -14.8800 -20.3960
H -14.9737 -12.7331 -20.9778
H -11.7948 -11.7862 -16.6333
H -10.2340 -12.2283 -24.9572
H -12.0293 -16.5293 -21.3538
H -12.7401 -17.3108 -23.6763
H -8.0979 -12.5276 -17.1256
H -4.4234 -9.4812 -21.5059
H -9.6416 -9.1155 -22.6011
H -11.3704 -18.2724 -19.6942
H -14.2525 -9.4681 -17.9266
H -12.0662 -7.8322 -19.3645
H -16.4736 -10.5185 -23.3326
H -11.6048 -19.1989 -22.0738
H -16.5110 -13.2278 -17.5232
H -11.5265 -17.9533 -25.8360
H -16.4359 -9.2205 -21.2538
H -11.0825 -16.3640 -25.3368
H -13.0000 -8.5841 -23.8456
H -9.7331 -11.6392 -23.3168
H -8.7274 -9.7503 -25.6546
H -17.1262 -13.6458 -21.3144
H -13.5634 -15.8295 -17.6175
H -18.1160 -10.1882 -22.8861
H -15.3257 -15.7288 -17.1632
H -12.0012 -10.8755 -24.8421
H -12.3361 -12.2467 -23.8722
H -8.3862 -13.1600 -18.7057
H -13.1606 -7.2438 -18.1804
H -14.0963 -13.4718 -16.8905
H -9.5027 -16.5647 -20.5420
H -10.2496 -11.8444 -15.6638
H -9.2618 -14.4716 -24.4788
H -10.7940 -13.2119 -18.3632
H -16.1319 -13.1389 -19.1949
H -15.2774 -15.0051 -24.3052
H -11.0841 -13.3132 -16.1191
H -15.5796 -13.0397 -23.2253
H -15.4725 -11.9215 -18.1164
H -13.7803 -7.7931 -19.7004
H -12.4077 -19.6733 -23.5844
H -8.3651 -8.0635 -26.2021
H -12.5244 -9.3366 -17.4677
H -7.3128 -13.7532 -22.9186
H -13.6846 -11.6017 -24.7347
H -16.5098 -15.2595 -21.2696
H -14.2527 -8.7564 -22.5779
H -10.9024 -6.9209 -24.8584
H -14.5856 -9.4205 -24.1265
H -17.3578 -14.6957 -22.7116
H -8.5442 -12.0955 -24.4712
H -10.0327 -17.7130 -24.8514
H -9.5393 -6.0221 -24.8400
H -7.4200 -11.4554 -20.3122
H -8.4872 -13.2843 -21.7952
H -4.7881 -10.5140 -22.9096
H -17.5261 -10.2576 -19.1544
H -11.1311 -15.8851 -23.1625
H -13.6821 -14.5658 -23.6976

Löwdin atomic charge list, values in e, 2 entries: 0.7347 -0.4393